Entry 1:
# C50H128N12O18

A 10-piece molecular cluster, C50H128N12O18 overall (the ωB97M-V functional and the def2-TZVPD basis, OMol25).

```
208
Properties=species:S:1:pos:R:3
C 1.02221 -2.32662 6.86720
O 1.56013 -1.13147 6.28791
C 2.15162 -1.30543 5.01556
C 1.61901 -0.34994 3.89021
N 2.17193 1.00726 4.03395
C 1.74649 1.92338 2.94657
C 2.05504 3.36524 3.50192
O 1.05754 3.79113 4.38702
C 0.97600 5.29672 4.51383
H 0.68037 -2.21732 7.89642
H 1.76194 -3.10891 7.03729
H 0.13831 -2.72885 6.37219
H 2.02278 -2.33424 4.67935
H 3.22992 -1.14693 5.03195
H 0.53725 -0.21694 3.87577
H 1.85245 -0.68361 2.87914
H 1.91725 1.37612 4.93904
H 0.66125 1.82175 2.95246
H 2.31275 1.71763 2.03820
H 2.08818 4.08828 2.68693
H 2.99494 3.52404 4.03056
H 0.56137 5.61686 5.46970
H 0.25901 5.59377 3.74846
H 1.95330 5.76149 4.38361
C -0.66729 -7.57165 2.08078
O -0.40625 -6.26237 1.58921
C 0.63893 -5.62667 2.38229
C 0.64088 -4.09992 2.04771
N -0.68530 -3.42386 2.14658
C -1.12287 -3.31062 3.53371
C -2.24390 -2.30040 3.74476
O -3.52004 -2.86862 3.39759
C -4.62087 -2.00780 3.47279
H -0.71755 -7.65453 3.16646
H 0.00638 -8.32862 1.67921
H -1.62945 -7.92564 1.71059
H 1.57618 -6.08622 2.06847
H 0.64468 -5.83259 3.45264
H 0.97270 -3.97130 1.01744
H 1.33557 -3.56843 2.69813
H -1.30083 -3.87302 1.48366
H -0.35753 -2.84849 4.15723
H -1.35997 -4.31716 3.87834
H -2.13531 -1.41869 3.11318
H -2.33747 -1.99782 4.78772
H -5.48541 -2.57975 3.13582
H -4.59722 -1.09982 2.87018
H -4.78369 -1.65370 4.49074
C -3.02955 5.47918 5.24694
O -3.03423 4.54626 4.14340
C -2.17835 3.38803 4.30783
C -2.94121 2.11238 4.05321
N -2.11152 0.87109 4.16969
C -1.32266 0.66533 5.38514
C -2.18513 0.69611 6.64547
O -1.46192 0.36921 7.74250
C -0.31422 1.28572 8.04178
H -2.06453 5.93086 5.47679
H -3.23064 4.92706 6.16499
H -3.66987 6.36119 5.23562
H -1.65143 3.31185 5.25896
H -1.39120 3.38688 3.55385
H -3.58142 2.14376 3.17158
H -3.60923 2.09699 4.91437
H -1.44256 0.89244 3.41329
H -0.47920 1.35543 5.40569
H -0.88151 -0.32952 5.32404
H -2.84786 -0.16308 6.54216
H -2.75484 1.62233 6.72058
H -0.00696 0.94791 9.03152
H -0.56529 2.34353 8.11972
H 0.54987 1.18394 7.38521
C -0.11632 9.10641 -4.21032
O -0.16891 7.68210 -4.17222
C -0.68830 7.24263 -2.94306
C -0.64389 5.68838 -2.73336
N -1.72390 4.96243 -3.46170
C -1.83669 3.54070 -3.05583
C -0.48568 2.72595 -3.03411
O -0.62621 1.52800 -3.80577
C -0.28808 1.70095 -5.20835
H 0.58013 9.54418 -3.49519
H -1.10580 9.51704 -4.00928
H 0.18030 9.34014 -5.23282
H -1.71227 7.58939 -2.80397
H -0.06597 7.64491 -2.14370
H -0.56191 5.37153 -1.69367
H 0.29181 5.41706 -3.22219
H -1.50394 5.00420 -4.44658
H -2.46101 3.18503 -3.87547
H -2.51599 3.32798 -2.23035
H -0.11803 2.66773 -2.00964
H 0.36155 3.28226 -3.43511
H -0.60304 2.55896 -5.80225
H -0.61041 0.80826 -5.74434
H 0.79980 1.76821 -5.19918
C -1.52947 -3.21065 -2.39738
O -1.01291 -4.29829 -3.17482
C -0.91257 -5.65909 -2.53229
C 0.22481 -6.43219 -3.30179
N 1.56948 -5.84885 -3.05465
C 2.64989 -6.71991 -3.44098
C 4.00617 -6.08771 -3.46074
O 3.96623 -4.92011 -4.29290
C 5.06724 -4.10093 -4.05334
H -0.86892 -3.00612 -1.55480
H -2.51732 -3.50560 -2.04346
H -1.47714 -2.30590 -3.00303
H -1.87006 -6.16830 -2.42262
H -0.56011 -5.46560 -1.51916
H -0.07875 -6.51677 -4.34524
H 0.16136 -7.49583 -3.07211
H 1.60512 -4.94637 -3.50670
H 2.49962 -7.07878 -4.45918
H 2.68911 -7.58173 -2.77477
H 4.67639 -6.78423 -3.96449
H 4.29121 -5.96496 -2.41585
H 5.35189 -3.90237 -3.02007
H 4.96081 -3.20847 -4.67001
H 6.02052 -4.50710 -4.39156
C 4.45353 3.14282 0.66410
O 4.57964 1.84751 0.17630
C 3.95877 1.61435 -1.09478
C 4.82899 2.20381 -2.20516
N 4.17662 3.40428 -2.70090
C 3.27883 3.00715 -3.83727
C 2.80745 4.17363 -4.60887
O 3.75897 4.61657 -5.59366
C 3.75899 4.06763 -6.87930
H 4.91698 3.85735 -0.01615
H 5.06994 3.16118 1.56288
H 3.42688 3.37316 0.94875
H 2.93711 1.98417 -1.18168
H 3.98926 0.52923 -1.19304
H 4.94643 1.39380 -2.92501
H 5.81769 2.55099 -1.90508
H 4.86293 4.11167 -2.92156
H 2.53680 2.28828 -3.48982
H 3.83225 2.40937 -4.56148
H 2.69890 5.07487 -4.00548
H 1.90800 3.97505 -5.19166
H 4.74511 4.16378 -7.33361
H 3.09314 4.66602 -7.50112
H 3.56695 3.00051 -6.99095
C 5.23865 -2.95784 0.25574
O 4.60317 -2.86604 -1.00900
C 3.25691 -3.40868 -0.96882
C 2.32682 -2.89320 -2.07712
N 2.33795 -1.41828 -1.98641
C 1.54409 -0.80772 -3.02582
C 2.13950 -0.93732 -4.43549
O 3.51909 -0.52591 -4.35832
C 4.03239 -0.18888 -5.63634
H 5.17669 -3.85304 0.87451
H 4.67397 -2.22465 0.83166
H 6.28129 -2.65530 0.15836
H 2.87730 -3.21997 0.03536
H 3.39695 -4.48365 -1.08257
H 1.39134 -3.42742 -1.91107
H 2.81791 -3.26536 -2.97624
H 3.26832 -1.10636 -2.22565
H 1.50872 0.25838 -2.80157
H 0.49576 -1.09107 -2.93192
H 1.42006 -0.47770 -5.11317
H 2.07116 -1.93868 -4.86059
H 3.87004 -1.00374 -6.34184
H 5.04865 0.20370 -5.60174
H 3.44084 0.66749 -5.96006
C -2.86121 0.09305 -2.23378
O -3.67496 -1.03188 -1.86147
C -3.67066 -1.15042 -0.38913
C -4.70393 -2.22574 0.10261
N -6.08608 -1.76330 -0.13697
C -7.09337 -2.67665 0.25158
C -8.52201 -2.40859 -0.38567
O -8.67434 -2.70287 -1.79099
C -10.03806 -2.45626 -2.22438
H -1.82082 -0.19751 -2.37955
H -3.03747 0.92285 -1.54934
H -3.15126 0.44899 -3.22236
H -3.87648 -0.21364 0.12872
H -2.65409 -1.44111 -0.12421
H -4.54098 -2.44109 1.15864
H -4.50204 -3.17165 -0.39996
H -6.05366 -1.66991 -1.14212
H -7.19322 -2.53676 1.32795
H -6.82764 -3.72529 0.11812
H -8.74830 -1.37570 -0.12105
H -9.22391 -2.97334 0.22792
H -10.74454 -2.85014 -1.49373
H -10.19591 -3.03069 -3.13718
H -10.09190 -1.39425 -2.46384
N -0.61592 5.33666 0.97645
C -0.58848 4.05651 0.82859
N -1.77344 3.54409 0.89466
O 0.33260 3.41231 0.36819
H -1.49266 5.83809 0.97849
H 0.20714 5.89981 0.81662
H -1.76976 2.56419 0.64994
H -2.53068 4.17812 1.10609
N 0.60253 0.73757 -0.11479
C 0.03330 -0.06629 0.68379
N 0.42362 -1.29179 0.48752
O -0.74831 0.27643 1.51013
H 0.30314 1.69771 -0.02213
H 1.35899 0.49632 -0.73903
H 0.02112 -1.97333 1.11490
H 1.27611 -1.34961 -0.05100
```

Summary:
SMILES: COCCNCCOC.COCCNCCOC.COCCNCCOC.COCCNCCOC.COCCNCCOC.COCCNCCOC.COCCNCCOC.COCCNCCOC.NC(N)=O.NC(N)=O
energy above the lowest of the compared OMol25 structures with the same formula, charge and spin: 3.992 eV
LUMO energy: 0.4 eV
net charge: 0

These are the Löwdin partial charges, in e, on atoms 1 to 99:
1 C -0.10
2 O -0.18
3 C -0.19
4 C -0.18
5 N -0.06
6 C -0.14
7 C -0.24
8 O -0.23
9 C -0.03
10 H 0.08
11 H 0.08
12 H 0.07
13 H 0.09
14 H 0.12
15 H 0.08
16 H 0.11
17 H 0.09
18 H 0.09
19 H 0.11
20 H 0.09
21 H 0.12
22 H 0.07
23 H 0.06
24 H 0.08
25 C -0.12
26 O -0.19
27 C -0.19
28 C -0.17
29 N -0.06
30 C -0.17
31 C -0.18
32 O -0.20
33 C -0.14
34 H 0.08
35 H 0.08
36 H 0.08
37 H 0.11
38 H 0.11
39 H 0.09
40 H 0.10
41 H 0.12
42 H 0.09
43 H 0.12
44 H 0.10
45 H 0.11
46 H 0.08
47 H 0.08
48 H 0.09
49 C -0.10
50 O -0.18
51 C -0.23
52 C -0.18
53 N -0.02
54 C -0.22
55 C -0.27
56 O -0.17
57 C -0.04
58 H 0.06
59 H 0.08
60 H 0.08
61 H 0.11
62 H 0.09
63 H 0.12
64 H 0.10
65 H 0.05
66 H 0.10
67 H 0.09
68 H 0.13
69 H 0.11
70 H 0.08
71 H 0.08
72 H 0.07
73 C -0.10
74 O -0.19
75 C -0.24
76 C -0.16
77 N -0.05
78 C -0.17
79 C -0.18
80 O -0.22
81 C -0.07
82 H 0.08
83 H 0.08
84 H 0.09
85 H 0.12
86 H 0.11
87 H 0.10
88 H 0.09
89 H 0.10
90 H 0.11
91 H 0.10
92 H 0.09
93 H 0.08
94 H 0.09
95 H 0.09
96 H 0.06
97 C -0.10
98 O -0.23
99 C -0.13

***

Entry 2:
# C50H129N7O18

A 11-piece molecular cluster, C50H129N7O18 overall (the ωB97M-V functional and the def2-TZVPD basis, OMol25).

```
204
Properties=species:S:1:pos:R:3
C -0.71553 -0.25589 -0.88355
C 0.32368 0.45544 0.06226
O 1.58901 0.21358 -0.61172
H -0.36435 -1.20055 -1.29875
H -0.97516 0.34718 -1.75361
H -1.58368 -0.37884 -0.23601
H 0.19761 -0.01082 1.03940
H 0.07257 1.51529 0.10418
H 1.92699 1.06793 -0.89005
C -4.86325 0.12198 -1.64172
C -5.32483 1.55445 -1.22641
O -4.88823 2.48078 -2.14640
H -3.89465 0.16406 -2.13986
H -5.59239 -0.25258 -2.36017
H -4.87668 -0.53255 -0.77023
H -4.95353 1.97932 -0.29383
H -6.41278 1.48808 -1.21904
H -5.39740 3.26685 -1.93559
C 3.00280 -3.06520 -2.50104
C 1.49233 -3.29905 -2.59272
O 1.11972 -4.26438 -1.58572
H 3.58092 -3.98129 -2.62205
H 3.28833 -2.55024 -1.58377
H 3.22638 -2.39094 -3.32777
H 1.36220 -3.79828 -3.55289
H 1.00636 -2.32907 -2.48753
H 0.19196 -4.50707 -1.62998
C 1.03032 4.95526 -0.87551
C 2.34322 4.09035 -0.58448
O 2.22515 2.75480 -1.10982
H 0.95721 5.06813 -1.95719
H 1.24847 5.91878 -0.41494
H 0.11094 4.59159 -0.41663
H 2.46558 4.07313 0.49850
H 3.11661 4.66712 -1.09173
H 2.10386 2.83838 -2.05845
C -1.60123 -9.91868 3.40656
O -0.45225 -9.16269 3.03497
C -0.56775 -7.84181 3.35741
C -0.31329 -6.79931 2.24032
N -0.17426 -5.50587 2.86071
C 0.02924 -4.39401 1.92926
C 0.50733 -3.12838 2.71278
O 1.69996 -3.29399 3.43411
C 2.83143 -3.47615 2.63539
H -2.48340 -9.51695 2.90807
H -1.62387 -9.97326 4.49495
H -1.40929 -10.93163 3.05272
H 0.16841 -7.84206 4.16125
H -1.54852 -7.55196 3.73449
H -1.04117 -6.87965 1.43296
H 0.55575 -7.12688 1.66973
H 0.47902 -5.46576 3.62994
H -0.91371 -4.28068 1.39436
H 0.71262 -4.63865 1.11608
H -0.18836 -2.88328 3.51530
H 0.64986 -2.26019 2.06932
H 2.88982 -4.47786 2.20964
H 3.69135 -3.26921 3.27243
H 2.81672 -2.70231 1.86790
C -1.59201 2.68593 -2.37492
O -1.30164 2.33691 -3.71507
C -2.36579 2.07023 -4.47211
C -1.94435 1.97775 -5.99664
N -1.09459 0.77596 -6.24943
C -0.58928 0.87174 -7.61729
C 0.54131 -0.10831 -7.94722
O 1.73969 -0.04319 -7.10523
C 2.66042 -1.19034 -7.32554
H -2.42489 2.06832 -2.03882
H -1.85884 3.74274 -2.36733
H -0.73111 2.59311 -1.71286
H -3.21069 2.74931 -4.35766
H -2.80684 1.10882 -4.20895
H -1.70319 2.93022 -6.46860
H -2.82166 1.82068 -6.62414
H -0.31953 0.69275 -5.60720
H -0.28953 1.89635 -7.83734
H -1.50076 0.59447 -8.14685
H 0.80702 0.05881 -8.99105
H 0.15655 -1.12262 -7.84121
H 3.64616 -1.04038 -6.88517
H 2.74311 -1.28364 -8.40839
H 2.26966 -2.14237 -6.96631
C 2.45894 0.57347 -3.70540
O 2.39089 2.06002 -3.74360
C 2.10197 2.57142 -5.11984
C 2.08223 4.12555 -5.15408
N 3.36534 4.70590 -5.11959
C 4.03861 5.15846 -6.40549
C 4.67002 4.03462 -7.39182
O 5.72887 3.36197 -6.77307
C 7.02381 3.71944 -7.25325
H 3.00501 0.07853 -4.50849
H 1.40926 0.30069 -3.81424
H 2.83914 0.27444 -2.72860
H 1.13263 2.29552 -5.53499
H 2.77480 2.18656 -5.88618
H 1.44703 4.41283 -4.31618
H 1.54017 4.48226 -6.02989
H 4.01983 3.98032 -4.86414
H 4.83719 5.89780 -6.34431
H 3.30307 5.63772 -7.05155
H 4.95596 4.32557 -8.40261
H 3.85832 3.30766 -7.41954
H 7.86047 3.25285 -6.73326
H 7.24034 4.78180 -7.14100
H 7.10702 3.42807 -8.30029
C -0.69453 -0.01176 4.92450
O -2.12342 0.12911 5.01993
C -2.75121 -0.64893 3.98645
C -2.67243 -0.19800 2.53635
N -3.08120 1.25698 2.58809
C -2.52530 2.08787 1.53361
C -3.10679 3.52247 1.60411
O -3.01155 4.21256 2.86118
C -3.07844 5.60741 2.68129
H -0.31399 0.82154 4.33382
H -0.26271 -0.92482 4.51469
H -0.42934 0.18177 5.96388
H -3.76102 -0.41004 4.32008
H -2.65231 -1.73302 4.04171
H -3.37289 -0.80602 1.96383
H -1.63480 -0.19589 2.20254
H -3.03997 1.60947 3.53369
H -2.82312 1.59021 0.61072
H -1.44014 2.14687 1.44954
H -4.11924 3.48743 1.20185
H -2.56474 4.07529 0.83685
H -3.14946 6.13402 3.63299
H -3.99954 5.92560 2.19299
H -2.14591 5.99538 2.27145
C -3.80775 -8.75745 -0.20023
O -2.99231 -7.66822 -0.44629
C -2.89061 -7.45554 -1.79994
C -1.72706 -6.50742 -2.12400
N -2.00496 -5.13064 -1.70751
C -2.82782 -4.36621 -2.63586
C -3.55529 -3.28627 -1.66828
O -4.34426 -4.07454 -0.74405
C -5.23135 -3.32733 0.04205
H -3.42642 -9.68588 -0.62533
H -4.86665 -8.60981 -0.41242
H -3.78538 -8.98314 0.86591
H -3.74720 -7.05153 -2.33952
H -2.60520 -8.37535 -2.31042
H -1.68654 -6.66866 -3.20125
H -0.78383 -6.81998 -1.67597
H -2.66272 -5.22424 -0.94679
H -3.48837 -4.94285 -3.28335
H -2.18794 -3.81867 -3.32785
H -4.14022 -2.58314 -2.26122
H -2.89401 -2.59854 -1.14119
H -4.79696 -2.40283 0.42245
H -5.83538 -3.90009 0.74575
H -5.97065 -2.95080 -0.66490
C 5.35738 -1.39900 0.12618
O 5.64516 -0.91862 1.44799
C 5.60144 0.52599 1.54194
C 4.13600 1.00108 1.74363
N 3.72456 1.00524 3.12942
C 3.52820 -0.32118 3.74751
C 3.58702 -0.25064 5.32151
O 4.42469 0.91424 5.80010
C 3.76141 2.13012 6.17421
H 6.24147 -1.29280 -0.50247
H 4.45050 -1.00853 -0.33556
H 5.18183 -2.47460 0.14557
H 6.03462 0.94994 0.63601
H 6.30567 0.69096 2.35739
H 3.35169 0.41693 1.26226
H 4.10565 2.05617 1.47167
H 4.40673 1.28745 3.81868
H 4.35497 -0.94530 3.40834
H 2.59801 -0.79780 3.43821
H 3.97926 -1.22279 5.62014
H 2.55983 -0.11617 5.66046
H 3.91315 2.90361 5.42136
H 3.90093 2.33937 7.23480
H 2.70802 1.87452 6.28880
C -4.57719 4.48644 9.01972
O -4.01561 5.61989 8.42390
C -2.74110 5.35199 7.82120
C -2.81299 4.85364 6.38270
N -1.65413 4.10374 5.82664
C -0.34192 4.67621 6.05204
C 0.75309 3.89812 5.20439
O 0.37995 3.99940 3.91423
C 1.14055 3.10116 3.05197
H -4.67444 3.82948 8.15539
H -5.52409 4.79608 9.46198
H -3.98297 3.97209 9.77500
H -2.14471 4.71518 8.47457
H -2.27343 6.33166 7.91935
H -2.91241 5.67798 5.67653
H -3.73784 4.27784 6.34779
H -1.79667 3.90238 4.84724
H -0.04806 4.36723 7.05517
H -0.25427 5.76042 5.98212
H 0.61826 2.82936 5.37073
H 1.73888 4.23050 5.52973
H 1.06394 2.03931 3.28584
H 2.13040 3.55702 3.02978
H 0.76810 3.13809 2.02824
```

Summary:
<S²>: 0.755
LUMO energy (alpha / beta): -1.9 / -7.0 eV
multiplicity: 2
net charge: +1

These are the Löwdin partial charges, in e, on atoms 1 to 99:
1 C -0.05
2 C -0.25
3 O -0.12
4 H 0.06
5 H 0.05
6 H 0.05
7 H 0.07
8 H 0.07
9 H 0.00
10 C -0.05
11 C -0.32
12 O -0.08
13 H 0.05
14 H 0.08
15 H 0.05
16 H 0.09
17 H 0.11
18 H 0.10
19 C -0.08
20 C -0.28
21 O -0.10
22 H 0.08
23 H 0.04
24 H 0.06
25 H 0.11
26 H 0.09
27 H 0.03
28 C -0.06
29 C -0.23
30 O -0.12
31 H 0.06
32 H 0.07
33 H 0.05
34 H 0.08
35 H 0.11
36 H 0.05
37 C -0.08
38 O -0.19
39 C -0.27
40 C -0.20
41 N -0.06
42 C -0.18
43 C -0.20
44 O -0.21
45 C -0.11
46 H 0.08
47 H 0.09
48 H 0.09
49 H 0.13
50 H 0.12
51 H 0.11
52 H 0.11
53 H 0.11
54 H 0.11
55 H 0.09
56 H 0.10
57 H 0.10
58 H 0.10
59 H 0.09
60 H 0.08
61 C -0.09
62 O -0.17
63 C -0.27
64 C -0.17
65 N -0.06
66 C -0.22
67 C -0.18
68 O -0.23
69 C -0.06
70 H 0.06
71 H 0.10
72 H 0.07
73 H 0.12
74 H 0.11
75 H 0.11
76 H 0.11
77 H 0.07
78 H 0.11
79 H 0.12
80 H 0.12
81 H 0.12
82 H 0.08
83 H 0.08
84 H 0.08
85 C -0.04
86 O -0.22
87 C -0.15
88 C -0.22
89 N -0.05
90 C -0.14
91 C -0.21
92 O -0.21
93 C -0.10
94 H 0.08
95 H 0.09
96 H 0.07
97 H 0.09
98 H 0.10
99 H 0.10

***

E values (in hartree) by entry order: -3992.7456 -3719.1553.